Record 1
{
  "formula": "CH24O11",
  "method": "ωB97M-V/def2-TZVPD",
  "elements": ["O", "H", "H", "H", "C", "O", "H", "H", "H", "O", "H", "H", "O", "H", "H", "O", "H", "H", "O", "H", "H", "O", "H", "H", "O", "H", "H", "O", "H", "H", "O", "H", "H", "O", "H", "H"],
  "coordinates": [[-0.393, 0.365, 0.217], [0.466, 0.764, 0.549], [-0.404, 0.431, -0.774], [-0.414, -0.576, 0.286], [-1.129, -2.401, 1.269], [-0.275, -2.344, 0.222], [-2.107, -2.367, 0.795], [-0.902, -1.787, 1.985], [-1.083, -3.448, 1.760], [-1.694, -1.984, -2.055], [-1.521, -2.635, -2.693], [-1.437, -2.382, -1.192], [-1.212, 2.329, -3.403], [-1.101, 2.188, -2.382], [-2.160, 2.385, -3.573], [-0.811, 0.686, 3.200], [-0.005, 0.031, 3.282], [-1.651, 0.354, 3.392], [2.140, -2.163, 1.604], [1.291, -2.330, 1.179], [2.058, -1.867, 2.513], [0.660, -0.043, -2.042], [0.053, -0.279, -2.706], [0.956, 0.968, -2.367], [-0.382, 2.675, -0.811], [0.548, 2.898, -0.917], [-0.635, 3.548, -1.016], [-0.543, 3.137, 2.309], [-0.268, 3.023, 1.393], [-0.675, 2.289, 2.740], [2.114, 1.678, 0.650], [2.977, 1.490, 1.062], [2.070, 2.618, 0.194], [1.732, -2.809, -1.692], [1.268, -2.365, -1.082], [2.468, -2.076, -1.895]],
  "forces_ev_per_angstrom": [[-0.199, 3.310, 0.214], [-0.419, -0.529, -0.316], [0.665, 0.083, -0.179], [0.565, -4.521, 0.588], [-1.516, -6.460, -3.353], [1.734, 1.637, -1.066], [-1.095, 0.563, 1.098], [0.589, 4.108, 4.407], [-0.232, 1.046, -0.292], [-0.711, 1.412, 1.208], [0.391, -1.354, -1.237], [0.734, 0.246, -0.172], [0.329, -0.346, 2.444], [-0.581, 0.357, -2.861], [0.150, -0.120, 0.107], [4.724, -0.502, -0.311], [-3.187, 1.599, 0.029], [-1.601, -1.613, 0.577], [1.454, 0.471, 0.314], [-1.148, -0.124, -0.345], [-0.405, -0.249, -0.105], [2.437, 5.349, 0.040], [-1.530, -1.018, -1.630], [-1.070, -4.197, 1.036], [1.294, -0.334, 0.382], [0.657, -0.913, -0.082], [-1.910, 1.963, -0.332], [0.181, 1.506, -0.250], [-0.301, -0.470, 0.369], [0.140, -0.527, -0.295], [-0.704, 2.324, -1.450], [-0.412, 0.534, -0.460], [1.032, -2.985, 2.034], [5.756, 0.218, -4.580], [-3.468, 2.236, 4.015], [-2.343, -2.701, 0.458]],
  "lowdin_charge": [0.190, 0.111, 0.090, 0.039, -0.306, -0.393, 0.077, -0.023, 0.105, -0.061, 0.009, 0.007, -0.107, 0.032, 0.039, -0.050, 0.137, 0.034, -0.066, -0.028, 0.013, -0.062, 0.019, 0.166, -0.015, 0.059, 0.069, -0.073, -0.023, -0.038, -0.071, 0.080, 0.115, -0.064, -0.121, 0.109],
  "gap_ha": 0.2534,
  "e_tot_ev": -23944.716,
  "relative_energy_ev": 4.4817
}


Record 2
{
  "formula": "CH24O11",
  "method": "ωB97M-V/def2-TZVPD",
  "elements": ["O", "H", "H", "H", "C", "O", "H", "H", "H", "O", "H", "H", "O", "H", "H", "O", "H", "H", "O", "H", "H", "O", "H", "H", "O", "H", "H", "O", "H", "H", "O", "H", "H", "O", "H", "H"],
  "coordinates": [[0.466, 0.470, 0.123], [0.161, -0.128, 0.839], [-0.139, 1.092, 0.063], [0.311, 0.149, -0.818], [-1.479, -0.151, 2.403], [-0.906, -1.088, 1.640], [-2.341, -0.522, 2.842], [-1.911, 0.729, 1.907], [-0.833, 0.053, 3.207], [1.166, 0.489, -2.893], [1.956, 0.137, -2.947], [1.320, 1.306, -3.096], [0.306, 3.278, 2.045], [0.795, 3.995, 2.713], [0.008, 3.979, 1.265], [2.578, 2.978, 0.259], [3.162, 2.222, 0.200], [1.742, 2.663, 0.611], [-0.455, -1.514, -4.098], [-1.366, -1.243, -4.043], [-0.095, -0.765, -3.586], [2.347, -1.743, -0.273], [2.357, -2.129, 0.549], [1.402, -1.697, -0.624], [-1.577, 1.932, -0.867], [-1.439, 2.641, -1.532], [-2.452, 1.981, -1.063], [-2.693, -2.511, 0.297], [-2.683, -3.245, 0.832], [-2.151, -1.866, 0.891], [1.592, -1.934, 2.309], [0.731, -2.042, 2.033], [1.934, -1.297, 3.146], [-0.224, -1.877, -1.331], [-0.749, -1.973, -2.189], [-0.841, -2.369, -0.818]],
  "forces_ev_per_angstrom": [[5.266, -2.513, -2.774], [-1.668, -3.065, 1.708], [-5.262, 5.936, 0.492], [0.776, -1.289, 0.912], [-0.531, 0.571, 0.124], [1.479, -0.808, -2.795], [-2.165, -1.007, 1.351], [0.677, 0.645, -0.325], [0.880, 1.352, 1.362], [-7.101, -4.188, 2.351], [6.280, -3.650, -0.147], [0.812, 7.884, -1.879], [0.643, 5.628, -0.551], [-1.803, -2.978, -2.576], [1.024, -2.697, 3.007], [0.059, 0.413, -0.396], [-0.001, -0.279, 0.050], [0.090, -0.141, 0.406], [-0.005, 0.711, 0.647], [-1.018, -0.300, -0.594], [0.790, -0.306, -0.425], [-1.107, 1.882, -4.502], [-0.323, -1.233, 3.225], [1.859, -0.742, 0.841], [3.441, 1.502, -0.883], [1.565, -0.217, 0.490], [-4.930, -1.198, 0.338], [0.685, 3.294, -1.094], [-0.218, -2.974, 1.738], [0.023, -0.400, -0.874], [6.738, 1.872, 4.037], [-4.034, 0.923, 0.274], [-2.740, -2.779, -3.784], [-0.984, 0.454, -2.638], [1.760, 0.334, 0.862], [-0.959, -0.638, 2.020]],
  "lowdin_charge": [0.249, 0.070, -0.013, 0.132, -0.309, -0.360, 0.045, 0.074, 0.062, 0.119, 0.008, -0.014, -0.193, 0.141, 0.123, -0.066, 0.036, -0.030, -0.053, 0.037, 0.001, -0.069, -0.060, 0.009, 0.017, 0.092, 0.008, -0.090, -0.023, 0.019, -0.114, -0.053, 0.176, -0.061, 0.077, 0.015],
  "gap_ha": 0.2827,
  "e_tot_ev": -23944.033,
  "relative_energy_ev": 5.1647
}


Record 3
{
  "formula": "CH28O15",
  "method": "ωB97M-V/def2-TZVPD",
  "elements": ["O", "H", "H", "H", "O", "H", "H", "H", "O", "H", "H", "H", "O", "H", "H", "H", "C", "O", "O", "O", "O", "H", "H", "O", "H", "H", "O", "H", "H", "O", "H", "H", "O", "H", "H", "O", "H", "H", "O", "H", "H", "O", "H", "H"],
  "coordinates": [[-2.103, 2.994, 0.312], [-1.535, 3.651, 0.720], [-1.591, 2.190, 0.191], [-2.408, 3.313, -0.540], [0.978, 2.082, -2.055], [0.649, 1.207, -1.836], [0.925, 2.675, -1.302], [0.385, 2.430, -2.724], [0.695, 2.355, 2.129], [0.658, 2.948, 1.375], [1.502, 2.526, 2.620], [0.755, 1.464, 1.777], [-1.501, -0.665, -3.100], [-2.091, -1.423, -3.097], [-2.058, 0.110, -3.000], [-0.787, -0.637, -2.459], [0.004, 0.043, 0.060], [0.318, -0.385, -1.024], [0.731, -0.091, 1.067], [-0.981, 0.652, 0.200], [0.412, -2.041, 2.980], [1.209, -2.076, 3.510], [0.626, -1.443, 2.264], [-3.741, 0.777, -0.152], [-2.937, 0.484, 0.276], [-3.464, 1.036, -1.031], [0.392, -3.116, -0.749], [-0.548, -3.220, -0.606], [0.508, -2.180, -0.913], [2.667, -2.008, 0.720], [1.898, -1.445, 0.814], [2.381, -2.709, 0.134], [2.429, -1.475, -2.574], [1.848, -2.155, -2.915], [1.884, -0.976, -1.966], [4.338, 0.144, 0.471], [3.574, -0.432, 0.442], [4.577, 0.179, 1.397], [-2.183, -2.165, -0.170], [-2.938, -2.223, 0.417], [-1.727, -1.370, 0.105], [-1.510, 0.458, 3.004], [-0.727, -0.064, 3.175], [-1.514, 0.581, 2.055]],
  "forces_ev_per_angstrom": [[-0.526, 1.449, 0.446], [-0.229, 1.037, 0.673], [0.787, -3.044, 0.028], [-0.943, 0.521, -0.583], [0.515, 1.397, -0.717], [-0.233, -2.968, 1.118], [0.471, 0.379, 0.441], [-0.084, 0.677, -1.297], [-0.490, 1.850, 0.510], [0.316, 0.663, 0.034], [0.880, 0.495, 1.000], [-0.292, -3.763, -0.840], [-0.821, 0.796, -1.644], [-0.286, -1.449, 0.235], [-0.478, 0.502, -0.148], [1.399, -0.626, 1.973], [4.541, -1.695, 2.576], [1.909, -1.456, -6.799], [3.254, -0.195, 2.317], [-9.203, 6.922, 0.348], [-0.120, -0.288, -0.157], [0.396, -0.298, 0.665], [-0.109, 0.402, -0.346], [-0.179, 0.415, 0.005], [-0.016, -0.364, 0.152], [-0.300, -0.168, -0.373], [0.933, -0.065, -0.123], [-0.542, -0.341, 0.341], [-0.149, 0.007, -0.170], [1.352, -0.170, 0.947], [-1.334, 1.112, 0.116], [-0.232, -1.315, -0.981], [0.244, 0.413, 0.133], [0.004, -0.590, -0.236], [-0.040, 0.002, 0.142], [-0.013, 0.508, -0.476], [-0.453, -0.456, -0.191], [0.596, -0.074, 0.608], [0.312, 0.219, -0.677], [-0.498, -0.308, 0.269], [-0.178, -0.012, 0.312], [-0.144, 0.653, 0.094], [0.034, -0.520, 0.325], [-0.050, -0.255, -0.050]],
  "mulliken_spin": [0.000, 0.000, 0.001, 0.000, 0.000, -0.001, 0.000, 0.000, 0.001, 0.000, 0.000, 0.003, 0.000, 0.000, 0.000, 0.000, -0.002, 0.004, -0.001, -0.001, 0.214, -0.007, -0.006, 0.000, 0.000, 0.000, 0.003, 0.000, -0.006, 0.508, -0.010, -0.013, 0.036, -0.001, 0.001, 0.294, -0.012, -0.008, 0.000, 0.000, 0.000, 0.002, 0.001, 0.001],
  "s_squared": 0.758,
  "gap_ha": [0.2712, 0.1496],
  "multiplicity": 2,
  "e_tot_ev": -32164.983,
  "charge": 3
}


Record 4
{
  "formula": "CH29N3O12",
  "method": "ωB97M-V/def2-TZVPD",
  "elements": ["N", "C", "N", "N", "H", "H", "H", "H", "H", "H", "H", "O", "H", "H", "O", "H", "H", "O", "H", "H", "O", "H", "H", "O", "H", "H", "O", "H", "H", "O", "H", "H", "O", "H", "H", "O", "H", "H", "O", "H", "H", "O", "H", "H", "O"],
  "coordinates": [[-1.034, -2.113, -1.585], [0.198, -1.383, -1.405], [1.101, -1.642, -2.388], [0.392, -0.523, -0.447], [-1.803, -1.835, -0.972], [-1.229, -2.089, -2.582], [1.931, -1.083, -2.434], [1.113, -2.600, -2.718], [-0.332, 0.044, -0.047], [-2.818, 1.650, 0.020], [-3.502, 3.052, 0.482], [-3.331, 2.415, -0.200], [-0.427, 2.373, -0.120], [-1.281, 1.734, -1.281], [-0.509, 2.243, -1.050], [1.665, 3.159, 1.030], [0.582, 3.287, 2.022], [0.766, 3.488, 1.084], [4.099, -0.096, 0.390], [2.660, -0.435, 0.662], [3.555, -0.758, 0.838], [-1.470, -2.080, 1.292], [-2.665, -2.858, 2.001], [-2.255, -2.625, 1.173], [-0.818, -1.028, -4.145], [-1.080, 0.493, -4.073], [-1.233, -0.307, -4.605], [2.535, 0.386, -1.060], [3.644, 1.231, -1.861], [3.426, 0.409, -1.408], [-3.600, -0.114, 2.106], [-2.080, 0.071, 1.929], [-2.945, 0.231, 1.503], [1.204, -1.279, 3.786], [-0.247, -1.084, 4.154], [0.625, -0.711, 4.334], [-0.832, 1.006, 4.368], [0.531, 1.235, 3.813], [-0.393, 1.209, 3.542], [0.446, 1.731, -2.462], [0.050, 2.299, -3.774], [0.346, 1.455, -3.422], [0.925, -3.101, 2.044], [2.338, -2.457, 2.075], [1.462, -2.453, 2.496]],
  "forces_ev_per_angstrom": [[1.759, 0.989, -0.325], [-2.621, 0.812, 1.301], [-0.523, -0.824, 0.376], [2.126, -0.508, -1.253], [0.391, -0.137, -0.424], [-0.695, -0.283, 0.462], [0.373, -0.017, 0.059], [0.279, 0.382, -0.053], [-0.697, -0.695, -0.045], [-0.133, -0.183, 1.389], [0.431, -0.278, 0.823], [-0.749, 0.562, -2.144], [-0.003, 0.389, 1.194], [-0.466, 0.056, 0.142], [0.581, 0.087, -1.399], [0.320, 0.012, -0.459], [-0.389, 0.238, -0.467], [-0.031, -0.374, 1.093], [-0.019, -0.407, -0.048], [-0.085, -0.361, 0.161], [-0.191, 0.054, 0.711], [-0.106, -0.114, 0.435], [0.203, 0.146, 0.460], [0.085, -0.257, -0.870], [0.557, -0.021, 0.218], [0.458, -0.591, -0.055], [-1.064, 0.235, -0.544], [-0.793, 0.562, -0.114], [-0.664, 0.003, 0.052], [1.109, -0.078, -0.666], [-0.263, -0.140, 0.127], [-0.591, 0.277, -0.059], [1.135, 0.061, 0.085], [-0.317, 0.113, 0.280], [0.276, 0.126, 0.020], [0.818, -1.561, 0.656], [-0.111, 0.099, 0.130], [-0.113, -0.456, -0.156], [-0.806, 1.895, -0.743], [-0.244, -0.677, -0.968], [0.021, 0.198, -0.494], [0.451, 0.848, 1.496], [-0.040, -0.252, -0.236], [-0.331, 0.083, -0.041], [0.670, -0.015, -0.107]],
  "lowdin_charge": [0.124, -0.561, 0.154, 0.109, 0.073, 0.064, 0.077, 0.114, 0.014, -0.027, 0.037, -0.044, 0.002, 0.034, -0.054, 0.046, 0.047, -0.042, 0.022, -0.011, -0.087, 0.007, 0.038, -0.052, -0.025, -0.002, -0.073, -0.010, 0.065, -0.063, 0.049, 0.029, -0.049, 0.013, 0.037, -0.097, 0.036, 0.039, -0.084, 0.030, 0.053, -0.093, 0.050, 0.055, -0.046],
  "gap_ha": 0.3474,
  "e_tot_ev": -30547.556,
  "relative_energy_ev": 1.6582
}


Record 5
{
  "formula": "CH2BeF3NO4S",
  "method": "ωB97M-V/def2-TZVPD",
  "elements": ["Be", "O", "H", "N", "S", "O", "O", "C", "F", "F", "F", "O", "H"],
  "coordinates": [[-1.166, -0.472, -0.827], [0.482, 1.263, -1.731], [-0.327, 1.403, -2.377], [0.363, 0.125, -0.947], [0.205, 0.293, 0.633], [0.541, 1.559, 1.266], [-1.172, -0.284, 0.826], [1.307, -0.941, 1.507], [2.540, -0.462, 1.529], [1.293, -2.093, 0.862], [0.881, -1.125, 2.745], [-2.245, -0.054, -1.734], [-2.702, 0.787, -1.751]],
  "forces_ev_per_angstrom": [[-1.951, 0.777, -0.948], [-0.505, 1.628, -1.785], [1.679, -1.212, 2.287], [-0.494, -1.369, 0.150], [0.963, 3.201, 2.134], [-0.761, -1.836, -1.038], [0.836, -0.538, -0.161], [0.280, 0.117, -0.347], [-0.076, 0.026, -0.040], [-0.082, -0.371, -0.180], [-0.174, 0.192, -0.109], [0.389, -0.377, -0.145], [-0.106, -0.239, 0.181]],
  "lowdin_charge": [0.182, -0.090, 0.159, -0.278, 0.815, -0.234, -0.223, -0.686, 0.167, 0.158, 0.174, -0.177, 0.031],
  "gap_ha": 0.3897,
  "e_tot_ev": -30137.987
}


Record 6
{
  "formula": "CH2Br2O3",
  "method": "ωB97M-V/def2-TZVPD",
  "elements": ["O", "C", "O", "O", "H", "H", "Br", "Br"],
  "coordinates": [[0.804, 0.975, 1.273], [1.326, 0.235, 0.503], [1.141, 0.285, -0.834], [2.148, -0.745, 0.831], [0.528, 0.996, -1.074], [2.463, -1.218, 0.046], [-4.139, -1.397, -0.260], [-4.270, 0.868, -0.484]],
  "forces_ev_per_angstrom": [[-0.060, 0.164, 0.469], [-0.559, 0.505, -0.598], [0.172, -0.260, -0.527], [0.472, -0.502, 0.192], [0.114, -0.084, 0.405], [-0.152, 0.175, 0.058], [0.005, 0.018, -0.003], [0.009, -0.016, 0.002]],
  "lowdin_charge": [0.138, -0.676, 0.114, 0.157, 0.133, 0.134, 0.001, -0.001],
  "gap_ha": 0.3248,
  "e_tot_ev": -147297.132,
  "relative_energy_ev": 0.0471,
  "smiles": "O=C(O)O.BrBr"
}


Record 7
{
  "formula": "CH2Br2S",
  "method": "ωB97M-V/def2-TZVPD",
  "elements": ["C", "S", "Br", "Br", "H", "H"],
  "coordinates": [[-0.762, -1.107, -0.924], [1.115, 2.281, 1.090], [0.027, 0.557, -0.699], [-2.482, -1.457, -0.314], [-0.075, -1.927, -0.725], [2.178, 1.653, 1.572]],
  "forces_ev_per_angstrom": [[0.369, -0.182, 0.588], [-0.374, 0.519, 0.147], [-0.162, -0.183, -0.418], [-0.029, 0.132, -0.088], [-0.156, 0.085, -0.272], [0.351, -0.370, 0.044]],
  "lowdin_charge": [-1.108, 0.208, 0.597, 0.629, -0.028, -0.297],
  "gap_ha": [0.2500, 0.3127],
  "e_tot_ev": -151986.210,
  "relative_energy_ev": 2.7860
}


Record 8
{
  "formula": "CH2BrN2",
  "method": "ωB97M-V/def2-TZVPD",
  "elements": ["C", "N", "N", "Br", "H", "H"],
  "coordinates": [[1.001, 0.595, 0.567], [0.378, -0.161, -0.175], [-0.032, -0.908, -0.974], [2.762, 0.377, 1.164], [0.626, 1.554, 0.666], [-0.989, -1.324, -0.967]],
  "forces_ev_per_angstrom": [[3.450, 0.948, 1.396], [-1.394, -0.103, -0.522], [-0.925, -3.300, -1.037], [-0.619, -0.128, -0.358], [-0.831, 1.896, 1.107], [0.319, 0.686, -0.586]],
  "mulliken_spin": [0.263, 0.317, 0.942, 0.405, 0.017, 0.056],
  "s_squared": 2.023,
  "gap_ha": [0.3499, 0.2743],
  "multiplicity": 3,
  "e_tot_ev": -74079.322,
  "relative_energy_ev": 0.0000,
  "charge": 1
}


Record 9
{
  "formula": "CH2BrNO",
  "method": "ωB97M-V/def2-TZVPD",
  "elements": ["C", "N", "O", "Br", "H", "H"],
  "coordinates": [[-0.032, 0.871, -0.238], [0.890, -1.440, -0.020], [0.280, -2.015, 0.768], [-1.778, 0.416, 0.453], [0.038, 0.703, -1.231], [0.602, 1.465, 0.268]],
  "forces_ev_per_angstrom": [[-3.239, -2.331, 1.240], [-0.677, -0.521, 1.019], [0.705, 0.693, -0.988], [1.327, 0.578, -0.290], [0.187, -0.314, -2.901], [1.698, 1.895, 1.919]],
  "lowdin_charge": [-0.465, 0.058, -0.039, 0.557, -0.061, -0.050],
  "gap_ha": [0.3126, 0.3066],
  "e_tot_ev": -74644.970,
  "relative_energy_ev": 4.6414
}


Record 10
{
  "formula": "CH2BrNO3",
  "method": "ωB97M-V/def2-TZVPD",
  "elements": ["O", "N", "O", "C", "O", "Br", "H", "H"],
  "coordinates": [[0.089, -1.739, 0.831], [-0.082, -0.903, -0.051], [-0.499, -1.084, -1.172], [0.125, 0.524, 0.315], [-0.840, 1.252, -0.316], [2.112, 0.767, -0.037], [0.154, 0.575, 1.447], [-1.059, 0.609, -1.017]],
  "forces_ev_per_angstrom": [[0.011, 0.921, -1.480], [-0.189, -1.452, 1.741], [-0.046, -0.543, -0.294], [0.576, 0.739, 2.192], [1.539, -0.601, 0.595], [-0.899, 0.293, -0.352], [-0.514, 0.122, -1.568], [-0.477, 0.521, -0.833]],
  "lowdin_charge": [0.097, -0.435, 0.086, -0.636, 0.019, 0.650, 0.126, 0.092],
  "gap_ha": 0.3709,
  "e_tot_ev": -78741.047,
  "relative_energy_ev": 0.2013,
  "smiles": "O=[N+]([O-])[C@H](O)Br"
}